DFT (the ωB97M-V functional and the def2-TZVPD basis) results for C38H43As3Br3ClNO3SbSe4W as an isolated structure.

Values from the calculation:
ΔE to the lowest compared entry with this formula, charge and spin   42.3 kcal per mole
F_max   2.49 eV/A
Total charge   0
Orbital gap (alpha / beta)   4.85 / 4.56 eV
Energy   -26556.9133 Ha
HOMO energy (alpha / beta)   -7.01 / -7.00 eV

```
98
C38H43As3Br3ClNO3SbSe4W, DFT the ωB97M-V functional and the def2-TZVPD basis
W -0.089 -0.110 -0.195
C 2.946 0.002 2.587
As 2.451 0.266 0.724
C 3.025 -1.575 0.279
C 4.004 1.318 0.215
C 4.351 1.473 -1.266
C 5.001 0.174 -1.768
C 3.079 1.804 -2.068
As 1.758 0.387 -2.499
C 2.731 -0.716 -3.794
C 0.899 1.546 -3.813
C 5.454 2.543 -1.441
As 5.558 4.425 -0.832
C 5.183 4.389 1.098
C 3.833 5.125 -1.410
H 3.941 -0.440 2.574
H 2.263 -0.688 3.077
H 2.965 0.941 3.137
H 4.068 -1.700 0.570
H 2.919 -1.848 -0.770
H 2.420 -2.253 0.883
H 4.835 0.869 0.766
H 3.818 2.299 0.651
H 4.343 -0.684 -1.684
H 5.899 -0.046 -1.187
H 5.294 0.273 -2.814
H 3.337 2.231 -3.040
H 2.508 2.568 -1.526
H 3.443 -0.084 -4.322
H 1.985 -1.101 -4.485
H 3.238 -1.564 -3.343
H 1.472 1.424 -4.733
H 0.938 2.590 -3.503
H -0.137 1.285 -4.021
H 5.647 2.637 -2.515
H 6.374 2.116 -1.026
H 5.945 3.823 1.635
H 4.195 4.009 1.348
H 5.233 5.425 1.433
H 3.688 4.975 -2.479
H 3.766 6.193 -1.205
H 3.006 4.649 -0.883
C 1.508 3.922 2.043
C 0.921 2.952 3.022
C 0.678 3.355 4.365
C 0.196 2.454 5.264
C -0.094 1.127 4.847
C -0.586 0.102 5.697
Br -0.817 0.432 7.544
C -0.899 -1.130 5.210
C -0.736 -1.402 3.836
Br -1.230 -3.092 3.185
C -0.236 -0.457 2.972
O -0.072 -0.759 1.683
C 0.113 0.835 3.491
N 0.630 1.736 2.616
H 2.298 4.513 2.509
H 0.745 4.629 1.696
H 1.918 3.401 1.178
H 0.880 4.377 4.651
H 0.010 2.739 6.290
H -1.279 -1.905 5.859
Br -1.690 -0.397 -2.578
C -3.239 -0.982 -1.657
C -4.253 -1.550 -2.360
C -5.470 -1.791 -1.687
C -5.621 -1.395 -0.392
C -4.570 -0.759 0.317
C -4.779 -0.207 1.603
C -3.811 0.568 2.164
C -2.558 0.725 1.533
C -2.238 0.084 0.363
C -3.309 -0.586 -0.307
H -4.144 -1.779 -3.410
H -6.289 -2.248 -2.225
H -6.567 -1.536 0.114
H -5.733 -0.354 2.092
H -3.983 1.076 3.105
H -1.857 1.406 1.986
Se -2.254 3.723 -3.818
Sb -1.372 4.443 -1.706
Se 0.562 5.889 -1.787
Se -2.747 4.740 0.255
Se -0.356 2.086 -0.758
Cl 2.064 -8.322 -0.012
C 1.578 -6.729 -0.493
C 1.093 -5.849 0.463
C 0.710 -4.577 0.072
C 0.827 -4.193 -1.259
C 1.305 -5.089 -2.211
C 1.678 -6.365 -1.831
C 0.496 -2.805 -1.689
O 0.696 -2.401 -2.805
O 0.020 -2.038 -0.721
H 1.018 -6.156 1.497
H 0.312 -3.885 0.802
H 1.369 -4.778 -3.244
H 2.046 -7.076 -2.557
```